ORCA calculation (ωB97M-V with the def2-TZVPD basis set) on 3 unconnected molecules or ions with the total composition C4H5NO3 at a distorted geometry.

Last column: natural (NBO) charge in e.
Element x y z (Å)
O (-3.5965, 1.6725, 0.0746)  -0.457
O (-0.2413, 1.6365, -1.8667)  -0.509
O (0.0254, 1.6206, 0.4003)  -0.528
N (2.7707, -0.6861, 0.5875)  -1.082
C (-0.1326, 1.6129, -0.7299)  1.031
C (-2.9222, 0.7062, -0.0940)  0.618
C (-1.1281, -1.1554, -0.3991)  -0.225
C (-1.9860, -0.1181, -0.3247)  -0.349
H (2.8149, -1.6766, 0.8834)  0.359
H (-0.2306, -0.9541, 0.1982)  0.208
H (3.7247, -0.4395, 0.7875)  0.355
H (2.2031, -0.0744, 1.2196)  0.369
H (-1.3015, -2.1445, -0.7366)  0.209

charge	0
SMILES string	C=C=C=O.O=C=O.N
ΔE to the lowest compared entry with this formula, charge and spin	63.7	kcal/mol